Computed, not measured: a structure of composition C38H33CdCl4N8O5S2, with ωB97M-V/def2-TZVPD.

Cartesian coordinates (Å):
Cd  0.97  0.39  0.58
O  2.16  -2.81  3.90
C  1.60  -2.03  2.97
O  1.69  -2.24  1.79
C  0.79  -0.92  3.57
C  0.57  -0.78  4.92
C  -0.29  0.23  5.34
C  -0.93  1.02  4.40
C  -0.64  0.81  3.05
N  0.23  -0.11  2.67
C  -1.35  1.61  1.94
O  -2.26  2.35  2.33
O  -0.96  1.40  0.75
H  2.63  -3.53  3.45
H  1.04  -1.45  5.62
H  -0.48  0.38  6.39
H  -1.64  1.78  4.66
N  3.53  6.00  -1.96
C  3.42  4.86  -2.02
C  3.28  3.43  -2.09
C  3.95  2.68  -3.06
C  3.79  1.31  -3.06
C  2.97  0.73  -2.11
N  2.33  1.44  -1.17
C  2.47  2.77  -1.17
H  4.58  3.18  -3.78
H  4.28  0.69  -3.80
H  2.82  -0.34  -2.08
H  1.94  3.32  -0.41
Cl  -6.41  -0.02  0.30
C  -5.43  -0.99  -0.73
C  -4.56  -1.91  -0.18
C  -3.77  -2.67  -1.03
C  -3.82  -2.54  -2.41
C  -2.94  -3.37  -3.33
C  -1.53  -3.57  -2.76
N  -0.94  -2.31  -2.34
C  -0.99  -1.11  -3.02
C  -0.32  -0.21  -2.25
N  0.14  -0.84  -1.12
C  -0.24  -2.10  -1.21
O  -3.53  -4.60  -3.72
C  -3.80  -5.58  -2.72
C  -2.64  -6.50  -2.50
C  -2.04  -6.76  -1.30
Cl  -2.42  -6.05  0.22
S  -0.73  -7.87  -1.43
C  -0.98  -8.01  -3.12
C  -2.01  -7.24  -3.55
C  -4.72  -1.61  -2.92
Cl  -4.87  -1.36  -4.64
C  -5.52  -0.83  -2.10
H  -4.50  -2.03  0.89
H  -3.08  -3.39  -0.58
H  -2.84  -2.84  -4.27
H  -0.91  -4.05  -3.52
H  -1.55  -4.23  -1.89
H  -1.51  -0.99  -3.96
H  -0.18  0.85  -2.42
H  -0.06  -2.87  -0.48
H  -4.63  -6.15  -3.11
H  -4.12  -5.12  -1.79
H  -0.35  -8.67  -3.70
H  -2.34  -7.18  -4.58
H  -6.20  -0.11  -2.53
Cl  5.57  2.55  3.87
C  5.05  1.37  2.73
C  5.94  0.47  2.18
C  5.46  -0.46  1.27
C  4.12  -0.45  0.95
N  3.26  0.43  1.48
C  3.71  1.32  2.37
H  6.99  0.50  2.47
H  6.13  -1.19  0.82
H  3.71  -1.17  0.25
H  3.00  2.01  2.80
C  2.02  6.71  1.73
N  0.65  6.25  1.68
C  -0.46  7.20  1.66
C  -1.69  6.31  1.86
N  -1.10  4.97  1.93
C  0.23  4.99  1.88
S  1.24  3.63  2.01
H  2.18  7.46  0.95
H  2.69  5.87  1.56
H  2.25  7.16  2.70
H  -0.48  7.74  0.72
H  -0.35  7.93  2.47
H  -2.40  6.38  1.03
H  -2.23  6.54  2.78
H  -1.64  4.11  2.02

Computed properties:
- total charge = +1
- E (a.u.) = -5086.9370
- orbital gap (Ha) = 0.284
- E_LUMO (eV) = -2.652